Below is a structure of composition C34H36N7NaO2S, with properties calculated with ωB97M-V/def2-TZVPD.

Atoms and positions in Å:
Na1 0.70838 -0.38626 0.53237
C1 3.25993 0.72548 2.92099
N1 3.27511 0.33439 1.52744
C2 4.03471 1.27200 0.70320
C3 3.50683 2.70038 0.59078
C4 2.08367 2.79343 0.02219
N2 1.88520 1.71114 -0.89780
C5 1.44188 1.87912 -2.06538
C6 1.30391 0.78991 -3.03992
C7 0.78711 1.11559 -4.29256
C8 0.66676 0.19641 -5.32197
C9 1.12195 -1.10844 -5.07480
C10 1.64143 -1.47259 -3.85498
C11 1.73175 -0.56550 -2.74120
O1 2.13435 -0.94479 -1.60538
C12 3.88856 -0.97985 1.31354
C13 3.37326 -2.15629 2.13942
C14 2.05376 -2.80503 1.70737
N3 0.88072 -2.07506 2.16055
C15 0.19438 -2.62052 3.08451
C16 -1.05839 -2.15084 3.66485
C17 -1.30080 -2.50041 4.99688
C18 -2.42356 -2.08683 5.68782
C19 -3.35400 -1.28757 4.98525
C20 -3.18406 -0.96675 3.66585
C21 -2.04907 -1.42153 2.88754
O2 -1.97167 -1.24839 1.65432
H1 4.27349 0.69278 3.37106
H2 2.59375 0.07938 3.49131
H3 2.85660 1.73198 3.01639
H4 4.05543 0.84622 -0.30037
H5 5.08075 1.31058 1.07317
H6 4.20834 3.21494 -0.07741
H7 3.54934 3.22596 1.54967
H8 1.90496 3.78805 -0.42077
H9 1.38311 2.66006 0.84778
H10 1.14483 2.88454 -2.42062
H11 0.46635 2.14410 -4.45027
H12 0.24748 0.47680 -6.27993
H13 1.05168 -1.85479 -5.86222
H14 1.97188 -2.48927 -3.66966
H15 4.97715 -0.89395 1.51220
H16 3.77158 -1.21076 0.24996
H17 3.30458 -1.90061 3.20043
H18 4.14882 -2.92685 2.06782
H19 2.04159 -3.84124 2.07935
H20 2.03221 -2.85345 0.61067
H21 0.58525 -3.55713 3.52502
H22 -0.55438 -3.10871 5.50677
H23 -2.57436 -2.34995 6.72721
H24 -4.23365 -0.91664 5.50598
H25 -3.90286 -0.34980 3.13815
N4 -1.42864 3.91266 1.84165
C22 -1.03996 2.60602 1.53545
S1 -0.11723 1.76914 2.71775
N5 -1.44909 2.26217 0.32676
N6 -1.01909 1.03163 -0.10106
C23 -1.71958 0.53543 -1.04692
C24 -2.93985 1.21412 -1.58731
C25 -2.84947 2.31196 -2.43708
C26 -3.99485 2.89812 -2.95408
C27 -5.24979 2.39698 -2.61713
C28 -5.34526 1.30829 -1.76112
C29 -4.19261 0.71833 -1.25358
C30 -1.40644 -0.81480 -1.62513
C31 -1.98734 -1.17842 -2.84400
C32 -1.79853 -2.45815 -3.32547
C33 -1.02894 -3.34451 -2.58992
C34 -0.44049 -2.87929 -1.42625
N7 -0.61179 -1.65180 -0.95591
H26 -0.85349 4.33379 2.55323
H27 -1.60947 4.47258 1.02180
H28 -1.86802 2.70267 -2.67975
H29 -3.90989 3.75164 -3.61704
H30 -6.14628 2.85796 -3.01587
H31 -6.31655 0.91617 -1.48285
H32 -4.25151 -0.12563 -0.57478
H33 -2.56952 -0.45846 -3.40184
H34 -2.23459 -2.75185 -4.27331
H35 -0.85633 -4.36083 -2.92059
H36 0.21855 -3.51938 -0.84823

Forces on the atoms, in the same order (eV/Å):
0.324 0.330 0.210
-0.034 0.020 0.005
0.042 -0.170 -0.101
-0.089 -0.043 0.048
0.020 0.051 -0.002
0.023 -0.127 -0.043
0.026 -0.029 0.188
0.005 -0.263 -0.159
0.003 0.229 0.118
-0.023 -0.017 -0.036
0.060 -0.070 0.116
-0.004 0.031 0.004
-0.027 0.057 -0.026
-0.058 0.090 0.108
0.123 -0.175 -0.122
-0.066 0.094 0.029
-0.013 -0.034 0.039
0.035 0.182 0.037
0.091 -0.327 -0.158
-0.141 0.134 0.072
0.260 -0.106 -0.091
-0.068 0.011 0.009
-0.037 0.081 -0.172
0.038 -0.033 0.046
0.045 -0.062 0.041
0.060 -0.110 0.012
-0.054 0.092 0.064
0.015 0.005 0.001
0.004 -0.009 -0.013
0.006 -0.002 -0.009
0.001 0.009 -0.006
0.022 0.043 0.016
-0.014 0.017 0.000
0.009 -0.021 0.001
0.015 0.031 -0.052
-0.040 -0.013 0.012
0.013 0.030 -0.051
0.001 -0.005 -0.016
-0.005 -0.008 -0.014
0.003 -0.008 -0.006
-0.006 -0.005 -0.022
0.033 0.000 0.042
-0.008 -0.012 0.019
0.032 0.000 -0.008
-0.004 -0.012 -0.034
-0.025 -0.041 0.054
0.018 0.009 0.023
-0.033 -0.029 0.083
0.002 0.010 -0.005
-0.018 0.006 0.012
-0.004 -0.001 0.016
-0.021 -0.001 0.019
-0.037 -0.070 0.225
0.234 0.181 -0.271
-0.240 0.094 -0.246
0.323 -0.248 0.295
-0.519 0.213 0.058
0.025 -0.352 -0.341
0.074 -0.006 0.024
0.029 -0.007 -0.024
-0.049 -0.049 0.039
0.071 0.014 -0.006
0.096 -0.004 0.003
-0.145 0.000 0.049
-0.086 0.357 0.111
-0.045 -0.080 -0.037
-0.012 0.028 -0.026
-0.004 -0.062 -0.024
0.069 0.184 0.039
-0.222 0.022 -0.110
-0.037 -0.029 -0.036
-0.006 0.004 -0.010
-0.018 -0.008 -0.007
-0.014 0.002 0.000
0.001 0.004 -0.006
-0.007 0.007 -0.005
0.000 0.007 -0.009
-0.013 -0.023 0.005
0.002 -0.013 0.002
0.000 0.000 -0.010
-0.010 0.004 0.018

## Properties
charge = -2
HOMO energy = -1.128 eV
Kohn-Sham gap = 4.9 eV
relative energy (zero: lowest compared OMol25 entry of this formula, charge and spin) = 12.89 kcal/mol
E_tot = -65621.515 eV